(1)
C69H65BF2Ge3RuS9 | ωB97M-V with the def2-TZVPD basis set

Structure (ORCA input):
```
! wB97M-V def2-TZVPD RIJCOSX def2/J DEFGRID3
* xyz -2 5
S -2.95671 -1.43792 1.15779
H -1.21756 5.45273 -7.41265
C -1.70321 4.63872 -3.16237
H -4.69280 -0.40587 -3.12695
S -1.91430 -4.40022 -0.08017
C -5.18470 1.71105 -4.75226
C -0.39308 -8.31716 0.83010
H 0.87764 -3.90084 -6.39918
S -0.27881 -9.97461 0.75806
H -0.89215 3.72710 -7.50993
C 0.48016 3.65327 3.01415
C 3.68297 -3.32490 -0.51000
H 3.77037 -1.83976 7.03457
C 1.81572 -3.16391 -4.61693
C 0.26474 4.46039 -5.11293
H -3.08399 4.55362 -4.78747
C -1.64837 -6.17354 5.66490
C 0.63528 4.56284 -3.78100
H -2.49923 5.21494 -1.23773
S -1.18151 1.22708 -1.68505
C 5.79363 -2.50159 0.56782
H 3.97490 -2.08939 4.57925
H 1.49348 -4.87628 -2.25290
C 2.71131 1.58183 5.27401
F -1.43594 0.65434 2.15901
H 4.59855 3.74061 1.16673
C -0.25711 -2.34712 -5.45684
H -3.69868 5.11952 -2.53567
H -1.05816 -2.36967 -6.18463
C -0.35098 -1.44750 -4.39587
C 0.04034 6.44620 -1.19596
C 0.85181 6.12694 1.02064
C 2.83733 -2.35431 -2.53382
H -3.96959 -2.47836 4.72662
H 1.52389 -4.75007 -0.48604
H -2.84904 2.02918 -6.10180
C -0.40430 0.91337 -6.04528
C -4.00219 0.64565 6.01751
C 1.51255 -4.18074 -1.41162
H 3.56502 -0.91543 -4.66226
S 0.63876 -4.31996 2.01431
C -3.24684 -6.03042 3.88985
S 0.69620 -1.31917 0.10604
H 2.51442 0.52547 5.08742
Ru -0.91896 -2.68561 1.30689
C -1.44376 4.48664 -6.95562
H -5.28394 2.38739 -3.90199
S 0.61430 -7.32884 1.81112
C -0.93730 4.15291 3.01499
H 2.33024 5.45185 -2.79845
H -1.53068 3.60191 3.74160
H 5.81948 -1.00927 -1.70719
S -1.54026 -7.39893 -0.06506
C 2.99670 -2.05537 5.04268
H 1.17565 6.51681 1.97714
C 4.94297 -1.64376 -1.63886
H -0.37760 -4.47909 5.92994
H 0.58223 -3.60870 -1.43168
H 1.03854 4.37499 -5.86864
C 1.85775 -2.14571 4.25536
H -0.48558 -1.89858 6.66325
H 3.55041 -3.99937 0.32701
H 1.52208 -1.72531 8.06555
Ge 0.39065 2.19875 -0.36654
H 4.07217 2.24760 3.01771
H 3.32282 4.56822 0.26127
B -2.55698 0.24221 1.55873
H -1.90553 -2.79102 -2.88214
H 2.33195 3.69209 -2.80347
H -0.64456 1.72365 -6.72982
C 0.49206 -1.94653 6.19828
H 5.26575 -0.82776 -4.18779
H -1.17722 -6.73359 6.46337
C 3.57801 3.65435 0.79346
C -4.44858 -0.61819 5.66281
C -1.19906 -4.89699 5.35936
H 6.66403 -1.89111 0.32862
C 0.43228 6.98051 0.01639
H 2.71684 4.57694 -4.28773
H -4.03272 -6.47354 3.29192
C -0.35818 4.67550 -2.80412
H -1.40438 4.02330 2.03979
C 0.86229 4.75211 0.81210
H 2.66664 -3.83011 -4.68128
C 2.24363 2.41113 4.11563
H -5.45770 -0.92513 5.90709
C 3.06426 2.64634 3.02283
H -6.06841 1.07196 -4.76578
C -1.87653 0.14253 5.02389
C 1.74483 -2.28282 -3.54466
C -1.57460 -0.59311 -4.40054
C -1.06883 4.48924 -5.49909
S 2.07247 1.36356 -1.64101
C 2.70501 -3.27644 -1.48624
C 4.24072 -0.69167 -3.83816
C 0.95708 2.93219 4.09500
F -3.47039 1.22085 1.45599
C 2.88332 -1.91180 6.41725
H 0.02861 0.08913 -6.61347
H -3.01814 -7.74743 5.15931
C 3.98279 -1.57454 -2.64706
H -5.18417 2.31375 -5.66070
Ge 0.51207 -0.27995 -1.80080
C 0.45548 4.20427 -0.40878
H -2.34855 2.01046 5.96718
C -2.70755 1.02476 5.69497
C -3.92583 0.89637 -4.64148
C -2.30401 -1.13068 4.66177
C -3.84240 -0.16108 -3.75130
H 1.96819 -2.22836 3.18260
H 5.34433 -2.10624 1.47976
C 1.62409 -1.84875 6.99365
C -2.67561 -6.74629 4.93090
H 2.18846 1.85259 6.19039
C 0.81982 -3.20223 -5.57420
H -0.86989 0.44668 4.77079
C -0.04883 -5.77901 1.36294
C -2.80751 1.20337 -5.40437
C -1.07514 -5.80840 0.48423
H 0.41379 8.05263 0.17423
C -2.68423 -0.91929 -3.62473
C 2.08748 4.57500 -3.39907
H -0.28345 7.09663 -1.99906
C 0.65333 -1.41111 -3.42078
H -2.50786 4.29858 -7.08872
H -4.65918 1.33405 6.53577
C 1.33149 3.89302 1.93204
C -1.75915 -4.16214 4.31834
H 0.30089 2.75858 4.93644
C -2.03674 4.56004 -4.50990
H 6.13194 -3.51614 0.78420
H -3.03574 3.64769 -1.82229
C 0.04310 5.06709 -1.42125
H 0.36392 1.27068 -5.35645
C 4.79388 -2.48801 -0.55417
Ge -1.06697 -2.38074 3.73375
C -3.60564 -1.49423 4.99343
C -2.78932 -4.75655 3.58904
H -2.35058 -1.62614 -1.64124
H 4.11593 0.35876 -3.58265
H -0.98308 5.21692 3.26175
H -3.22290 -4.23002 2.74126
C -2.79422 4.66704 -2.13108
C 2.63251 3.39082 1.93290
H 3.55653 2.83287 0.06989
C -1.62574 0.48971 -5.27955
H -3.60554 -2.49536 -2.50414
H 3.78270 1.69532 5.43709
C 0.58325 -2.11392 4.81789
C -2.63185 -2.02350 -2.62189
*
```

Properties
<S²>: 6.024
Energy relative to the best compared isomer or geometry (same formula, charge and spin) in kJ/mol: 0.0

(2)
C4H31N2O11 | ωB97M-V with the def2-TZVPD basis set

Structure (ORCA input):
```
! wB97M-V def2-TZVPD RIJCOSX def2/J DEFGRID3
* xyz -1 1
H 3.57064 1.16131 1.17400
C 2.54730 0.66760 1.09336
H -3.49819 0.22668 0.48442
H -2.35731 -1.41098 -0.84773
H 1.68577 0.99319 -2.35098
O -1.20286 0.75676 2.85185
O 0.47096 2.81527 -1.95232
H 1.55776 -3.50659 -0.26775
H -0.77776 1.46448 2.15655
H -1.01125 -1.88003 3.79212
O -0.21792 2.16460 0.95917
H 1.54053 -1.89329 2.16984
H -0.78065 -0.75693 0.74741
C 2.04893 -2.10397 1.27125
H 1.82679 -0.68635 -0.32053
H -2.07435 0.71871 2.60236
H 3.61227 -0.99749 0.33867
N -0.64758 -1.07163 -0.13745
N 1.10233 -2.99996 0.53277
H 2.18972 0.72302 2.05595
H -2.66229 2.89836 -3.03284
O 2.65532 0.83769 -2.50742
H -3.25888 -1.17334 -2.17619
H 2.90497 0.89079 -1.55205
O 1.85684 1.36765 0.21747
C -0.15558 -2.48175 -0.11913
O -3.99851 0.93364 0.92478
H -0.13076 -0.58321 -0.78182
C 2.52127 -0.93004 0.58250
O -0.48371 -2.57425 4.07741
H -2.24090 3.45877 -0.10295
H -3.58772 2.90084 0.35410
H 0.23987 2.29253 -1.17220
H -1.45573 1.91187 -3.28132
H -4.79831 0.38284 1.02065
H -0.04942 -2.70330 -1.22317
H 0.00752 -2.86699 3.37306
H -0.04626 2.95631 1.36394
H 0.83445 1.81346 0.49307
O 2.57242 -2.18780 -2.62509
H 3.43584 -1.75053 -2.78828
O -3.22009 -1.48988 -1.40520
H 1.12614 3.45163 -1.92025
H -0.91990 -3.09537 0.42464
O -3.22563 3.54775 -0.45090
H 2.03307 -1.46706 -2.19035
O -2.44295 2.00759 -3.43554
H 2.90380 -2.73256 1.58010
*
```

Properties
Energy relative to the best compared isomer or geometry (same formula, charge and spin) in kJ/mol: 419.7